[1]
C24H25N2O5 | ωB97M-V/def2-TZVPD

## Properties
relative energy (zero: lowest compared OMol25 entry of this formula, charge and spin): 4.5 kcal/mol
LUMO level: 0.097 Eh
SMILES: CC1(C)OC(=O)C([C@H](Oc2ccncc2)c2cc3c4c(c2)CCCN4CCC3)=C([O-])O1

```
! wB97M-V def2-TZVPD RIJCOSX def2/J DEFGRID3
* xyz -1 1
C 4.481 -2.391 -0.867
C 4.691 -1.597 0.444
C 5.911 -2.133 1.173
O 4.949 -0.182 0.187
C 3.860 0.579 -0.179
O 4.082 1.587 -0.767
C 2.547 0.097 0.162
C 1.485 0.871 -0.501
C 0.054 0.248 -0.252
C -0.166 -1.152 -0.487
C -1.453 -1.727 -0.436
C -2.555 -0.908 -0.040
N -3.805 -1.448 0.083
C -4.124 -2.771 -0.340
C -2.965 -3.717 -0.125
C -1.662 -3.203 -0.666
C -4.942 -0.634 0.285
C -4.657 0.571 1.153
C -3.466 1.362 0.643
C -2.346 0.482 0.195
C -1.062 1.027 0.099
C 2.413 -1.012 1.102
O 1.437 -1.364 1.715
O 3.547 -1.787 1.346
H 3.599 -2.045 -1.442
H 5.386 -2.279 -1.494
H 4.363 -3.464 -0.624
H 6.026 -1.569 2.094
H 5.788 -3.193 1.403
H 6.793 -1.990 0.548
H 1.738 1.068 -1.569
H 0.700 -1.791 -0.714
H -4.990 -3.094 0.244
H -4.446 -2.792 -1.391
H -2.872 -3.908 0.937
H -3.199 -4.677 -0.564
H -1.618 -3.357 -1.751
H -0.807 -3.752 -0.250
H -5.382 -0.284 -0.655
H -5.704 -1.223 0.778
H -5.506 1.247 1.217
H -4.419 0.266 2.173
H -3.731 1.994 -0.219
H -3.066 2.047 1.404
H -0.914 2.075 0.359
O 1.471 2.314 0.135
C 1.000 3.481 -0.265
C 0.303 3.739 -1.436
C -0.187 5.052 -1.586
N -0.040 6.067 -0.664
C 0.629 5.705 0.487
C 1.158 4.461 0.722
H 0.092 3.023 -2.212
H -0.745 5.401 -2.487
H 0.732 6.500 1.244
H 1.592 4.178 1.654
*
```

[2]
C24H25N3O3Pt | ωB97M-V/def2-TZVPD

## Properties
relative energy (zero: lowest compared OMol25 entry of this formula, charge and spin): 188.4 kcal/mol
expectation value of S²: 2.074
LUMO level (alpha / beta): -0.271 / -0.270 Eh

```
! wB97M-V def2-TZVPD RIJCOSX def2/J DEFGRID3
* xyz 2 3
C 0.153 7.216 0.610
C 1.259 7.226 -0.170
H 0.200 6.662 1.545
H -0.835 7.130 0.216
C 2.187 6.552 -0.958
C 2.344 5.204 -1.191
H 2.445 4.334 -0.477
H 2.634 4.989 -2.324
C 1.304 8.666 0.211
H 0.570 8.944 0.976
H 1.064 9.247 -0.681
H 2.288 8.800 0.659
C 3.082 7.425 -1.911
H 3.879 7.811 -1.233
H 2.446 8.250 -2.325
H 3.563 6.793 -2.706
Pt -0.132 -0.196 -0.134
O -0.305 1.678 -0.086
C -1.251 2.195 -0.857
O 0.047 0.117 -2.143
C -0.473 1.042 -2.813
O -0.468 1.095 -4.115
N -1.115 2.124 -2.242
C -1.324 2.233 -4.515
C -1.345 3.148 -3.305
H -2.337 1.852 -4.743
H -0.855 2.650 -5.417
H -2.280 3.687 -3.106
H -0.474 3.818 -3.362
C -2.038 3.053 -0.049
C -1.675 2.979 1.310
H -2.282 4.076 -0.370
H -0.732 3.402 0.873
H -1.882 3.864 1.895
C -0.919 0.150 4.061
C -0.710 0.510 2.735
N -0.460 -0.442 1.818
C -0.469 -1.761 2.168
C -0.669 -2.187 3.496
C -0.898 -1.183 4.454
C -0.600 -3.613 3.733
C -0.317 -4.503 2.727
C -0.105 -4.073 1.362
C 0.249 -4.898 0.270
C 0.445 -4.306 -0.974
C 0.315 -2.930 -1.150
N 0.017 -2.141 -0.107
C -0.216 -2.684 1.120
H -1.096 0.947 4.770
H -0.771 1.536 2.357
H -1.059 -1.458 5.495
H -0.770 -3.950 4.760
H -0.236 -5.567 2.957
H 0.381 -5.975 0.418
H 0.716 -4.901 -1.839
H 0.465 -2.433 -2.103
*
```

[3]
C24H25N4OSn | ωB97M-V/def2-TZVPD

## Properties
relative energy (zero: lowest compared OMol25 entry of this formula, charge and spin): 17.6 kcal/mol
LUMO level: -0.253 Eh

```
! wB97M-V def2-TZVPD RIJCOSX def2/J DEFGRID3
* xyz 1 1
C 2.181 0.070 2.634
C 2.222 -0.632 1.408
C 1.859 0.260 0.373
H 2.471 -1.671 1.288
C 1.626 1.520 0.961
C 1.827 1.404 2.347
H 1.289 2.402 0.446
C -1.301 -1.534 3.005
C -0.204 -2.251 2.499
C -0.299 -2.255 1.091
H 0.588 -2.693 3.080
C -1.449 -1.533 0.703
C -2.065 -1.094 1.904
H 1.795 0.030 -0.677
H 1.656 2.182 3.070
H 2.395 -0.337 3.608
H -2.948 -0.486 1.974
H 0.407 -2.709 0.420
H -1.506 -1.322 4.041
Sn -0.004 -0.006 1.776
C -1.980 -1.325 -0.700
C -3.488 -1.596 -0.679
C -1.297 -2.275 -1.679
H -3.682 -2.607 -0.322
H -3.906 -1.487 -1.675
H -4.001 -0.905 -0.012
H -1.488 -3.313 -1.411
H -0.219 -2.120 -1.689
H -1.677 -2.111 -2.681
C -1.683 0.131 -1.081
C -2.220 0.653 -2.396
H -0.598 0.272 -1.087
H -2.039 0.792 -0.292
O -3.128 0.139 -3.041
N -1.619 1.796 -2.840
C -0.433 2.426 -2.309
H -1.944 2.091 -3.748
C 0.885 1.849 -2.775
C 2.067 2.472 -2.378
H 2.021 3.344 -1.736
C 3.296 1.982 -2.784
H 4.204 2.478 -2.467
C 3.366 0.849 -3.586
H 4.326 0.462 -3.899
C 2.196 0.217 -3.976
H 2.239 -0.666 -4.599
C 0.962 0.716 -3.575
H 0.055 0.222 -3.893
H -0.460 2.401 -1.220
H -0.473 3.482 -2.578
N 0.097 0.137 3.950
C 0.061 -0.258 5.055
N 0.019 -0.731 6.375
C 0.008 0.176 7.453
N -0.005 0.961 8.322
*
```

[4]
C24H25N5O7S | ωB97M-V/def2-TZVPD

## Properties
LUMO level: -0.006 Eh
SMILES: CCCc1nn(C)c2c(=O)[nH]c(-c3cc(S(=O)(=O)Nc4ccc(O)c(C(=O)O)c4)ccc3OCC)nc12

```
! wB97M-V def2-TZVPD RIJCOSX def2/J DEFGRID3
* xyz 0 1
C -3.348 -0.923 2.542
C -3.177 -1.870 1.358
H -2.133 -1.917 1.041
H -3.490 -2.875 1.650
C -4.013 -1.416 0.159
C -3.496 -0.154 -0.436
N -4.276 0.885 -0.682
N -3.547 1.832 -1.265
C -2.270 1.431 -1.418
C -2.183 0.135 -0.878
N -1.029 -0.575 -0.818
C 0.009 -0.021 -1.346
N -0.028 1.212 -1.962
C -1.137 2.051 -2.049
O -1.073 3.121 -2.619
H 0.806 1.562 -2.418
C 1.316 -0.678 -1.226
C 2.478 0.084 -1.168
C 3.692 -0.504 -0.876
C 3.788 -1.865 -0.670
C 2.657 -2.652 -0.791
C 1.408 -2.082 -1.054
O 0.272 -2.776 -1.199
C 0.230 -4.173 -0.967
C 0.216 -4.513 0.519
H 0.126 -5.589 0.647
H 1.125 -4.174 1.009
H -0.632 -4.029 0.996
H -0.711 -4.486 -1.426
H 1.052 -4.682 -1.484
H 2.754 -3.717 -0.659
H 4.748 -2.291 -0.428
S 5.066 0.572 -0.492
O 5.071 1.694 -1.375
O 6.257 -0.199 -0.314
N 4.615 1.122 1.047
C 3.391 1.813 1.063
C 2.218 1.214 1.484
C 0.994 1.879 1.362
C 0.954 3.183 0.826
C 2.156 3.778 0.423
C 3.350 3.106 0.531
H 4.270 3.549 0.186
H 2.110 4.774 0.011
O -0.178 3.871 0.680
H -0.932 3.314 0.977
C -0.256 1.197 1.696
O -1.360 1.707 1.569
O -0.114 -0.052 2.130
H -0.993 -0.451 2.260
H 2.226 0.217 1.896
H 4.671 0.357 1.704
H 2.464 1.151 -1.322
C -4.110 3.100 -1.628
H -3.357 3.664 -2.175
H -4.993 2.947 -2.250
H -4.403 3.649 -0.732
H -3.984 -2.194 -0.609
H -5.052 -1.258 0.452
H -3.084 0.096 2.263
H -2.743 -1.240 3.391
H -4.388 -0.911 2.863
*
```

[5]
C24H25N8O4PPtS | ωB97M-V/def2-TZVPD

## Properties
relative energy (zero: lowest compared OMol25 entry of this formula, charge and spin): 4.7 kcal/mol
expectation value of S²: 6.033
LUMO level (alpha / beta): -0.423 / -0.531 Eh

```
! wB97M-V def2-TZVPD RIJCOSX def2/J DEFGRID3
* xyz 4 5
Pt -0.115 -0.365 0.178
O 3.787 0.120 0.551
C 2.806 -0.422 0.097
N 1.804 0.134 -0.678
C 1.906 1.384 -1.263
O 2.896 2.061 -1.347
C 0.602 1.813 -1.859
C 0.527 2.759 -2.859
C -0.728 3.116 -3.335
C -1.858 2.535 -2.771
C -1.703 1.592 -1.773
N -0.486 1.237 -1.335
C 2.520 -1.873 0.329
C 3.518 -2.805 0.520
C 3.157 -4.144 0.605
C 1.817 -4.496 0.514
C 0.870 -3.498 0.353
N 1.229 -2.216 0.263
H 1.438 3.199 -3.241
H -0.825 3.845 -4.128
H -2.853 2.814 -3.093
H -2.560 1.138 -1.290
H 4.550 -2.486 0.576
H 3.914 -4.907 0.732
H 1.502 -5.529 0.566
H -0.186 -3.727 0.298
N -3.605 -2.841 -0.522
C -3.451 -2.662 -1.895
C -4.196 -3.049 -2.965
C -3.689 -2.669 -4.230
C -2.465 -1.936 -4.393
C -1.733 -1.543 -3.320
C -2.241 -1.893 -2.030
N -1.731 -1.662 -0.810
C -2.572 -2.252 0.083
C -2.275 -2.179 1.488
C -2.820 -2.857 2.542
S -2.047 -2.416 3.983
C -1.036 -1.340 3.126
N -1.257 -1.306 1.843
H -4.365 -3.339 -0.075
H -5.110 -3.624 -2.877
H -4.247 -2.951 -5.116
H -2.123 -1.712 -5.395
H -0.792 -1.019 -3.421
H -3.610 -3.597 2.535
H -0.283 -0.735 3.613
N 3.851 2.823 1.429
C 2.914 2.528 2.560
P 1.164 2.612 1.973
O 1.120 3.656 0.905
O 0.647 1.209 1.728
C 0.213 3.387 3.375
N -0.010 4.839 3.017
H 3.968 1.977 0.840
H 4.770 3.121 1.763
H 3.467 3.552 0.816
H 3.061 3.285 3.329
H 3.157 1.552 2.976
H 0.710 3.319 4.340
H -0.753 2.893 3.450
H -0.980 5.135 3.145
H 0.257 4.937 2.014
H 0.567 5.476 3.569
*
```

[6]
C24H25NO6 | ωB97M-V/def2-TZVPD

## Properties
relative energy (zero: lowest compared OMol25 entry of this formula, charge and spin): 72.4 kcal/mol
LUMO level: -0.019 Eh
SMILES: NCCc1c(CCCC(=O)O)ccc2c1C(=O)c1ccccc1C2=O.O=C1CCCO1

```
! wB97M-V def2-TZVPD RIJCOSX def2/J DEFGRID3
* xyz 0 1
N -2.101 -0.922 4.690
C -2.004 -0.563 3.246
C -0.491 -0.659 2.830
C -0.241 -0.533 1.294
C 0.123 0.775 0.684
C 0.325 2.083 1.504
C 1.569 2.960 1.019
C 2.551 3.323 2.193
C 3.329 4.660 1.949
O 2.860 5.627 1.425
O 4.662 4.729 2.392
C 0.327 0.860 -0.772
C 0.213 -0.285 -1.667
C -0.127 -1.569 -1.080
C -0.349 -1.660 0.378
C -0.681 -3.086 0.939
O -1.515 -3.291 1.789
C 0.160 -4.235 0.284
C 0.730 -5.339 1.063
C 1.536 -6.331 0.348
C 1.761 -6.219 -1.099
C 1.196 -5.122 -1.890
C 0.392 -4.140 -1.170
C -0.242 -2.901 -1.894
O -0.795 -2.993 -2.962
H -2.745 -1.705 4.830
H -1.199 -1.275 5.023
H -2.380 0.487 3.071
H -2.653 -1.272 2.662
H 0.073 0.129 3.388
H -0.051 -1.646 3.159
H -0.599 2.707 1.414
H 0.497 1.874 2.597
H 2.158 2.477 0.201
H 1.134 3.934 0.659
H 3.312 2.536 2.431
H 1.930 3.485 3.125
H 4.694 4.362 3.295
H 0.622 1.829 -1.244
H 0.391 -0.247 -2.769
H 0.532 -5.368 2.155
H 1.991 -7.167 0.935
H 2.390 -7.017 -1.560
H 1.387 -5.016 -2.979
O -0.111 3.552 -2.328
C -1.027 3.056 -2.925
O -1.895 2.168 -2.375
C -2.795 1.691 -3.389
C -2.776 2.750 -4.471
C -1.357 3.279 -4.381
H -2.433 0.723 -3.746
H -3.789 1.560 -2.962
H -3.040 2.364 -5.456
H -3.481 3.547 -4.222
H -0.665 2.698 -4.995
H -1.302 4.335 -4.637
*
```

[7]
C24H26AlN4S2Si | ωB97M-V/def2-TZVPD

## Properties
relative energy (zero: lowest compared OMol25 entry of this formula, charge and spin): 21.5 kcal/mol
LUMO level: -0.120 Eh

```
! wB97M-V def2-TZVPD RIJCOSX def2/J DEFGRID3
* xyz 1 1
C -1.045 -0.978 -2.451
C 0.332 -0.729 -2.664
C 1.096 -1.772 -2.100
H 0.754 0.092 -3.255
C 0.194 -2.737 -1.512
C -1.151 -2.244 -1.764
H -2.057 -2.840 -1.650
H -1.881 -0.451 -2.933
H 2.180 -1.909 -2.188
H 0.445 -3.755 -1.169
Al -0.457 -1.538 0.109
C 1.637 1.963 2.537
H 2.102 1.097 3.091
H 0.838 2.325 3.229
H 2.360 2.751 2.330
Si 0.888 1.511 0.743
C -0.469 2.516 -0.041
C -0.843 2.630 -1.390
H -0.235 2.117 -2.155
C -1.943 3.421 -1.738
H -2.155 3.564 -2.796
C -2.728 4.033 -0.763
H -3.594 4.614 -1.064
C -2.394 3.865 0.582
H -2.997 4.358 1.339
C -1.285 3.092 0.948
H -1.057 2.966 2.012
C 2.408 1.354 -0.332
C 2.717 2.397 -1.223
H 2.135 3.335 -1.191
C 3.825 2.281 -2.084
H 4.012 3.077 -2.809
C 4.713 1.207 -1.972
H 5.601 1.155 -2.625
C 4.413 0.203 -1.046
H 5.101 -0.633 -0.954
C 3.287 0.270 -0.219
H 3.143 -0.475 0.571
H 0.257 0.147 -0.167
H 0.120 0.674 1.703
N 1.949 -3.509 1.198
C 0.757 -3.610 1.781
N -0.300 -2.893 1.392
C -1.412 -3.122 2.215
C -1.180 -4.073 3.181
S 0.496 -4.675 3.084
C -2.562 -2.364 1.868
C -3.858 -2.344 2.355
S -4.817 -1.151 1.423
C -3.412 -0.782 0.501
N -2.326 -1.494 0.798
N -3.416 0.210 -0.395
H 2.679 -4.107 1.523
H 2.142 -2.888 0.409
H -1.889 -4.413 3.943
H -4.222 -2.946 3.206
H -4.303 0.644 -0.544
H -2.594 0.563 -0.875
*
```

[8]
C24H26BBrN7O3RuS3 | ωB97M-V/def2-TZVPD

## Properties
relative energy (zero: lowest compared OMol25 entry of this formula, charge and spin): 0.0 kcal/mol
LUMO level: -0.178 Eh

```
! wB97M-V def2-TZVPD RIJCOSX def2/J DEFGRID3
* xyz 1 1
Ru -0.090 -0.506 0.044
O -4.171 -2.128 2.422
C -3.304 -1.448 3.226
C -3.197 -1.734 4.582
C -2.281 -1.048 5.363
C -1.475 -0.074 4.795
C -1.592 0.211 3.443
C -2.505 -0.462 2.637
C -2.630 -0.272 1.148
O -1.752 -1.211 0.501
N -2.352 1.070 0.665
N -0.921 1.257 0.613
C -0.575 2.479 0.674
C 0.801 2.994 0.663
Br 1.927 2.347 2.053
C 1.190 3.958 -0.169
C 0.372 4.478 -1.264
C -0.503 3.672 -2.000
C -1.287 4.224 -3.002
C -1.200 5.579 -3.288
C -0.313 6.381 -2.583
C 0.475 5.835 -1.586
H -4.723 -2.710 2.955
H -3.833 -2.493 5.022
H -2.204 -1.274 6.418
H -0.763 0.470 5.400
H -0.963 0.987 3.028
H -3.642 -0.515 0.833
H -2.645 1.091 -0.312
H -1.383 3.205 0.747
H 2.174 4.393 -0.029
H -0.532 2.601 -1.835
H -1.957 3.589 -3.568
H -1.811 6.008 -4.071
H -0.234 7.435 -2.817
H 1.169 6.460 -1.039
C 1.481 0.291 -4.292
N 2.141 -0.721 -3.475
C 2.803 -1.830 -3.950
C 3.334 -2.455 -2.870
N 3.007 -1.735 -1.748
B 3.485 -2.106 -0.291
N 2.396 -3.002 0.394
C 2.207 -4.346 0.191
C 1.127 -4.735 0.911
N 0.656 -3.617 1.559
C -0.524 -3.579 2.416
C 1.447 -2.582 1.227
S 1.219 -0.949 1.780
C 2.278 -0.688 -2.133
S 1.628 0.576 -1.142
H 1.341 -0.116 -5.290
H 2.094 1.188 -4.346
H 0.515 0.535 -3.856
H 2.848 -2.063 -4.999
H 3.941 -3.340 -2.808
H 4.475 -2.772 -0.407
H 3.620 -1.100 0.350
H 2.857 -4.918 -0.446
H 0.658 -5.696 1.019
H -1.416 -3.703 1.805
H -0.573 -2.618 2.924
H -0.451 -4.375 3.153
O 0.077 -2.348 -1.202
S -0.829 -1.731 -2.247
N -1.113 -0.312 -1.894
*
```

Number 4 is which compound?
C24H25N5O7S